Below is a cluster of 10 separate species, C39H82ClF8N11O16S8 in total in a non-equilibrium geometry, with properties calculated with ωB97M-V with the def2-TZVPD basis set.

The charge is -1. As for the LUMO energy (alpha / beta): 1.002 / 1.001 eV. The multiplicity is 2. Its gap between HOMO and LUMO (alpha / beta) is 3.34 / 7.13 eV. As for the HOMO energy (alpha / beta): -0.0860 / -0.2252 Ha.

XYZ file:
```
165
Properties=species:S:1:pos:R:3:forces:R:3
H -4.979411 -1.185349 5.741787 -0.45 -0.50 -0.73
H -8.553791 -0.230369 -0.569683 0.32 0.51 0.51
C 5.449909 -3.708459 0.867577 -0.73 -0.58 -1.26
H -2.028641 -4.053639 7.655937 -0.07 0.16 -0.06
H -4.517981 1.237141 4.646107 0.14 0.01 0.08
H -0.408431 0.621541 -0.106493 -0.29 -0.19 0.01
H -6.264161 -2.836229 0.684667 0.42 -0.14 -0.07
H 0.329519 4.723101 -9.126683 0.19 -0.06 -0.37
H 5.556939 0.392121 4.042427 -0.38 0.32 0.13
C 3.111409 -3.897249 1.937867 2.05 0.33 0.56
O -0.183681 6.917391 -7.345453 -2.71 0.19 0.84
H -5.322591 -3.160409 4.087157 -0.19 0.22 -0.41
F -3.017561 -5.739979 2.750487 0.17 0.98 -0.76
H 2.354529 0.959721 -7.462603 -0.15 0.33 0.04
S 6.319869 0.773671 -1.682893 1.69 -2.41 -3.95
H -5.604061 0.170041 3.856177 0.19 -0.17 -0.62
O -0.743301 -5.290659 2.942667 1.10 0.30 -0.03
C -2.726661 -1.124459 3.162517 -0.62 0.40 0.81
F 6.144729 -0.713159 -2.171903 -0.46 -1.11 0.20
C 3.181059 4.202521 -2.352703 -0.81 -0.79 -1.58
H -4.274221 -4.241709 5.539457 0.18 -0.45 -0.15
C 4.633869 -1.853679 2.397027 0.11 -0.96 0.23
H -3.239691 1.294701 -0.740473 0.06 0.08 -0.11
H -2.063481 -2.256559 5.672997 0.40 0.42 -0.84
C -4.691321 -2.619329 3.382307 1.74 0.06 0.22
H 3.717799 -4.594819 2.515617 -0.34 0.00 0.29
N -0.974261 0.344411 6.028667 2.48 -5.86 2.77
H 5.601769 0.402231 5.799737 -0.09 -0.23 0.05
F -1.334311 -2.480099 -0.225623 -0.06 1.21 -0.78
H 6.012959 -3.168019 -1.192433 0.50 -0.21 0.31
H 1.961889 5.052321 -5.156933 -1.09 -0.01 -0.08
O 7.745379 0.951071 -1.979023 -2.60 0.58 1.40
H 0.613529 -0.825619 0.006297 0.22 0.19 -0.04
C 1.832999 5.322711 -4.108903 0.26 -0.18 0.33
S -1.681291 -5.394469 1.883417 -3.53 -4.52 0.01
C 1.523189 1.112531 0.704517 -0.11 -1.14 -1.08
H -2.532931 0.348581 -5.598723 -0.10 0.20 1.01
C -2.709341 -2.867649 5.042497 -0.08 -0.08 -0.83
S -0.724921 -3.631359 0.713147 4.51 5.82 -6.34
N 0.567219 2.163191 -7.058163 -1.74 -2.60 1.18
H 5.400789 -3.409799 3.800447 0.10 -0.19 -0.62
C 1.326699 2.644911 -1.325313 1.83 0.86 -0.80
C -3.451251 0.333791 -1.209513 -0.04 0.18 -0.93
O -3.064331 8.895121 -4.660853 1.64 -0.70 -2.53
H -3.386311 -5.185489 7.560237 -0.14 0.29 0.24
O -0.204901 -4.482999 -0.309433 0.68 -1.22 0.68
C -4.176951 -0.820349 5.100747 0.22 -0.96 -0.38
H 2.405129 2.585021 -4.611203 0.28 0.21 -0.02
C 4.869799 -2.457979 3.814297 0.00 -0.25 0.30
F -2.054381 2.302421 5.408137 1.17 -0.72 -0.23
Cl -2.576061 3.022591 -3.576533 0.66 -0.45 -0.33
H -2.746571 1.027211 2.986937 -0.17 0.09 0.54
C -0.022681 3.777441 -8.714643 1.79 1.10 -0.07
H 2.888609 4.736511 -1.448593 0.48 0.00 0.01
H 0.678579 4.133811 -6.671183 0.49 0.31 -0.15
C -0.645421 1.894211 -6.501973 1.99 -2.81 1.38
C -3.479891 -3.677289 6.027897 -1.08 -0.95 1.08
H 3.238039 1.684731 -0.414843 -0.02 0.98 -0.52
H 0.167069 3.890531 -3.843703 0.14 -0.60 -0.04
C 5.680939 -1.600949 4.792887 0.04 1.92 0.37
H -8.253191 -1.090889 0.994117 -0.54 0.13 0.20
H 6.373989 -3.186439 1.115917 -0.37 -0.01 0.41
H 2.498219 -3.293819 2.607167 -0.34 -0.25 -0.45
H 2.007569 3.393991 -7.696683 -0.18 0.63 -0.31
O 0.298349 2.548811 5.979617 -1.00 -1.45 -0.60
H 3.699609 6.054831 -3.189633 -0.13 0.29 -0.32
C -1.770081 -5.675529 6.235137 0.19 2.14 0.23
C -4.498851 -1.596509 -0.041553 -2.43 0.22 0.39
N -2.772291 7.680461 -6.848703 3.14 -5.63 -2.00
H 3.904179 -1.044819 2.434367 -0.08 -0.16 -0.19
H 4.186649 -1.503319 -0.053193 -0.38 0.48 -0.43
C 0.348629 0.113931 0.491247 0.42 1.11 0.51
H -1.104681 -6.140689 6.962437 -0.40 -0.59 -0.10
C 3.238209 5.157521 -3.602013 1.45 -0.47 2.28
O -1.670551 -6.542529 0.963537 0.24 2.82 1.68
N -4.559111 -0.325879 -0.619493 0.91 -2.05 1.23
C -4.555621 0.275021 4.135207 0.63 0.74 0.45
H -6.407331 0.920851 -1.009273 1.07 0.31 -0.26
N 5.906159 0.387721 -0.068813 -1.79 -4.01 -6.84
H 6.732739 -1.520049 4.518537 0.11 -0.31 -0.28
H -4.041471 -3.042689 6.713467 0.06 0.42 0.00
C -8.709061 -2.257419 -0.786513 -0.93 -0.49 0.26
H 0.385229 4.766371 -2.441583 0.48 0.47 0.10
H 3.236019 -4.143459 -1.192353 -0.16 0.02 0.06
H 1.187599 1.957861 1.305257 0.07 0.08 -0.11
H -2.561911 -1.681699 2.240317 -0.09 -0.02 0.20
H -1.786121 -0.967889 3.690687 0.09 0.10 -0.22
F 0.221239 -1.795699 6.561227 -0.17 1.59 -0.05
H -2.309301 -6.323139 5.543807 0.05 -0.20 0.38
C 3.949699 -3.327449 -1.078763 -0.09 -1.15 0.49
N 1.960419 3.307231 -2.623843 -0.55 -0.89 -0.84
H 5.587399 -1.490099 2.014037 -0.23 0.28 -0.10
H -8.432131 -2.370889 -1.834623 0.56 -0.05 0.20
S 0.644379 -0.300379 5.928367 2.46 -4.42 3.65
H -3.992431 0.326891 2.026567 -0.04 -0.35 -0.08
C 3.588599 -2.406589 0.067427 0.91 1.92 -0.07
H -1.820321 -1.162949 -5.814253 0.87 -0.13 0.03
H -2.171301 -3.507439 4.343007 0.36 0.07 0.18
H 0.348849 2.317741 -1.678683 -0.02 -0.16 0.27
N 4.181959 -2.925249 1.333767 0.01 -1.93 0.85
H 4.094729 -0.101709 4.960227 -0.01 0.28 0.12
S 6.345049 1.632711 0.526007 1.93 8.28 8.74
C 5.347949 -3.863139 -0.679913 -0.37 1.25 -0.14
H 1.553599 6.374611 -4.049323 -0.57 -0.33 -0.04
C -3.494991 0.234781 2.992057 -0.19 -0.91 -0.18
O 1.639639 0.217651 6.876257 -2.68 -0.54 -1.42
H -1.091081 -5.059259 5.645827 0.18 -0.28 -0.40
H 4.063489 3.567571 -2.273623 -0.05 0.17 0.51
H 2.595789 -4.486609 1.179657 -0.12 0.64 -0.15
O 1.201699 -0.780779 4.702577 -0.90 0.74 -0.49
H 1.229019 3.508241 -0.667123 -0.22 -0.16 0.17
H 1.235009 1.686931 -3.765283 0.41 -0.88 0.47
C 0.939169 3.467851 -7.493803 -2.14 0.61 -1.31
O 0.220409 -2.837739 1.429207 0.25 -0.74 1.42
H 2.303549 0.602791 1.269587 0.03 0.08 0.24
H 4.012799 -2.809149 -2.035563 -0.18 0.16 0.20
C 2.230979 2.112941 -3.644293 -0.42 3.12 0.44
H 5.561089 -4.870479 -1.037593 -0.12 0.06 0.19
C 2.186639 1.524671 -0.653663 -1.23 0.03 0.36
H 2.161889 0.646221 -1.298513 0.01 -0.14 -0.09
C -5.820771 -1.957579 0.239937 1.98 -0.37 -0.35
O 7.764219 1.726911 0.765227 -1.02 0.34 -0.53
H 1.049859 -0.829299 -5.812423 -0.21 -0.14 -0.47
C -1.622291 -0.196599 -5.350513 -0.71 0.89 -0.16
N -3.569361 -1.965809 4.142467 -0.39 2.04 2.25
S -2.560351 8.901971 -6.052233 -3.30 10.59 5.63
C -5.862771 0.044591 -0.689843 -2.37 2.02 -0.48
H -0.048891 -0.117989 1.479327 -0.25 -0.11 -0.12
O 5.385669 1.412081 -2.611423 0.51 0.12 2.41
C -2.662991 -4.619259 6.973467 -0.02 -0.97 -1.22
H -2.576201 -0.315919 -1.192803 -0.04 0.06 0.22
H -1.065951 4.033041 -8.529273 0.10 -0.61 0.81
H 3.926729 4.801311 -4.368283 -0.02 -0.26 0.14
H -5.129311 -1.835809 2.763947 -0.46 -0.21 0.34
H -3.570211 -2.130909 0.094237 -0.15 0.12 -0.01
N -2.081361 -3.913409 1.218067 -3.20 -4.80 4.15
H 5.678849 -2.037489 5.791647 -0.21 -0.43 -0.14
F -3.832761 9.806691 -6.709343 1.10 -1.22 -0.08
N -0.571741 0.580581 -5.986943 1.48 2.09 -1.96
C 5.184369 -0.112089 4.934087 0.32 -1.22 -0.80
S -0.553301 1.563181 5.337297 -0.96 9.53 -5.38
O -0.982671 6.803401 -5.024493 -1.05 0.58 -2.39
C 0.967149 4.351911 -3.264803 0.06 -0.48 -0.24
C 1.356369 1.026551 -7.055653 -0.89 -0.85 2.14
H -1.349491 -0.229429 -4.295713 -0.76 -0.19 0.00
H -1.396851 2.610981 -6.205353 -0.40 0.12 -0.08
C 0.689679 0.082981 -6.264573 0.02 1.48 -1.24
O -0.314061 1.325101 3.906497 -0.48 0.87 1.61
H -9.783771 -2.085019 -0.844663 -0.22 0.14 0.21
H 0.076649 2.985921 -9.457433 -0.07 0.06 -0.02
H 5.418809 -4.729459 1.247957 0.06 0.39 0.65
H 3.949319 -2.703879 4.343787 -0.40 0.24 -0.37
F 5.786449 1.238281 2.047397 0.26 0.15 -0.99
H 3.150519 1.605471 -3.352703 -0.61 -0.52 0.25
H -8.631741 -3.185669 -0.220423 0.41 -0.17 -0.28
H 2.540389 -2.149179 0.219427 0.04 -0.17 0.00
F -1.971211 5.302961 -6.696083 0.72 2.03 -0.08
H -3.464091 -0.560489 5.883307 0.82 0.16 -0.74
N -6.659501 -0.995519 -0.269653 0.34 -1.46 0.33
H -3.744731 0.478011 -2.249303 0.49 0.58 -0.22
H -4.146821 -3.264049 2.692417 -0.46 -0.46 0.00
C -8.071051 -1.076379 -0.080463 0.09 0.42 -0.96
S -1.348421 6.874241 -6.443453 1.45 -3.79 0.44
O -1.453541 9.820241 -6.340013 -0.77 -2.27 0.16
O 5.585469 2.871811 0.293177 1.22 -2.07 -0.66
```
Forces are in eV/Å.

Here are the Löwdin charges for atoms 1 to 5, given in e: number 1, H, carries 0.120; number 2, H, carries 0.116; number 3, C, carries -0.061; number 4, H, carries 0.104; number 5, H, carries 0.112